# 1
This record from the OMol25 dataset describes a structure of composition C23H44InNOP3 at a distorted geometry. The level of theory is ωB97M-V/def2-TZVPD.

Results
- 2S+1: 1
- Energy above the lowest of the compared OMol25 structures with the same formula, charge and spin: 0.000 eV
- Total charge: +3

CARTESIAN COORDINATES (ANGSTROEM)
In  0.28985  0.25560  0.98793
P  0.58749  -1.83776  -0.33823
P  2.76862  0.22433  1.73112
P  -2.00794  0.73552  0.02650
H  1.89959  2.42910  0.01705
C  0.83348  2.53996  0.26532
C  0.38572  2.69512  1.54873
H  1.06167  2.74031  2.40746
C  1.23092  -1.42915  -1.99756
C  1.73559  -3.05096  0.37882
C  -0.93936  -2.78451  -0.60571
C  3.35726  1.74835  2.54609
C  3.35172  -1.09523  2.83609
C  3.78157  0.11567  0.20450
C  -2.65648  2.39822  0.37919
C  -3.36318  -0.38463  0.47129
C  -1.84420  0.68570  -1.80037
H  0.16844  2.61205  -0.60872
H  -0.66142  2.90600  1.78884
H  1.32877  -2.38696  -2.52823
H  2.21139  -0.92906  -1.92232
H  0.53529  -0.76555  -2.53919
H  1.73573  -3.91014  -0.30786
H  1.36327  -3.36448  1.36869
H  2.75873  -2.65704  0.48848
H  -0.63986  -3.67176  -1.18060
H  -1.69777  -2.21580  -1.16657
H  -1.36361  -3.09959  0.36225
H  4.43878  1.64193  2.72678
H  2.83247  1.88180  3.50528
H  3.16787  2.63020  1.91613
H  4.44185  -1.19604  2.71003
H  2.86482  -2.05464  2.61097
H  3.11132  -0.83328  3.87849
H  4.82308  0.29879  0.50679
H  3.46616  0.89497  -0.51052
H  3.69748  -0.86689  -0.28950
H  -3.60681  2.50417  -0.16741
H  -1.94602  3.17640  0.06206
H  -2.83162  2.49704  1.46146
H  -4.22829  -0.11830  -0.15378
H  -3.61023  -0.25555  1.53644
H  -3.10154  -1.43977  0.31038
H  -2.80152  1.03655  -2.21097
H  -1.62410  -0.32589  -2.18050
H  -1.03750  1.36128  -2.13446
C  -0.73854  0.31056  -6.44957
C  -0.05973  0.68511  -7.61729
C  0.11405  2.04786  -7.87313
C  -0.39468  3.00178  -6.97621
C  -1.07772  2.60582  -5.82160
C  -1.25954  1.25178  -5.55262
O  -0.91888  -1.00983  -6.09730
H  -0.54280  -1.55865  -6.77789
H  0.32556  -0.08184  -8.29556
H  0.64419  2.36979  -8.76794
H  -0.25643  4.06185  -7.18438
H  -1.47972  3.33916  -5.11957
H  -1.79225  0.89104  -4.67685
C  -1.85342  -1.81221  6.85376
C  -1.37392  -1.40082  5.50818
C  -0.39864  -0.39271  5.42397
C  0.02426  0.01248  4.15098
N  -0.46436  -0.54980  3.02192
C  -1.39349  -1.54075  3.11165
C  -1.87797  -1.98718  4.34423
H  -1.01933  -2.18489  7.45573
H  -2.28402  -0.95363  7.37946
H  -2.60934  -2.59592  6.73914
H  0.02535  0.07647  6.29799
H  0.76919  0.79454  4.01080
H  -1.73687  -1.94525  2.16583
H  -2.63842  -2.77080  4.35563

These are the Löwdin partial charges, in e, on atoms 1 to 6: In 0.48; P 0.73; P 0.76; P 0.76; H 0.07; C -0.09



# 2
This record from the OMol25 dataset describes a cluster of 12 separate species, C36H98Cl4F3N7O10S in total at a distorted geometry. The level of theory is ωB97M-V/def2-TZVPD.

Results
- 2S+1: 1
- Total charge: +2

CARTESIAN COORDINATES (ANGSTROEM)
C  11.06466  17.30611  14.72941
N  11.47514  16.21247  13.79496
C  12.96402  15.99080  13.82082
C  10.81667  14.94466  14.33433
C  11.09130  16.66810  12.41367
C  11.76308  16.10378  11.15929
O  11.64239  14.72673  11.08952
H  11.20549  18.29846  14.41841
H  11.61511  17.11591  15.62971
H  9.96418  17.27191  14.83482
H  13.31473  16.88081  13.33030
H  13.04819  15.07522  13.28240
H  13.31701  15.96315  14.82780
H  11.15984  14.13020  13.74542
H  9.76634  15.09857  14.25454
H  11.05264  14.80300  15.41227
H  11.23798  17.74470  12.33731
H  10.01790  16.45987  12.33706
H  12.80777  16.38664  11.18264
H  11.26498  16.66485  10.33587
H  12.38754  14.45769  10.55676
C  11.52699  9.71598  11.31654
N  12.58867  10.59205  10.64232
C  13.24829  9.76783  9.55867
C  11.80962  11.72168  10.04459
C  13.53899  11.04072  11.69817
C  12.94806  11.62311  12.98992
O  12.70220  10.60273  13.87076
H  12.11429  8.83156  11.67938
H  10.78519  9.34687  10.61018
H  11.01476  10.24544  12.09108
H  13.82779  10.39006  8.84872
H  12.44004  9.27987  8.94734
H  13.81099  8.87447  9.95458
H  11.27200  11.33296  9.17834
H  12.50351  12.45626  9.82738
H  10.99012  11.95499  10.75020
H  14.18549  11.72232  11.20736
H  14.16901  10.15794  12.00094
H  12.02241  12.23573  12.79649
H  13.63165  12.34749  13.45664
H  12.24888  10.92172  14.67492
C  13.03280  20.14526  15.68024
N  13.44552  21.07730  16.74761
C  14.50843  20.21323  17.50953
C  14.03916  22.44603  16.35730
C  12.28823  21.36894  17.67163
C  11.41571  22.52612  17.33379
O  10.81062  22.60134  16.03396
H  13.84896  19.88321  15.01956
H  12.32851  20.73309  15.10520
H  12.56187  19.23601  16.06651
H  15.37500  20.05284  16.87927
H  14.01376  19.31566  17.87272
H  14.86605  20.82363  18.38573
H  14.99969  22.26627  15.90686
H  14.19339  22.98862  17.27381
H  13.36618  22.98585  15.61274
H  12.69502  21.58289  18.64776
H  11.78958  20.43481  17.74353
H  12.00562  23.43184  17.52691
H  10.65358  22.46856  18.11057
H  10.14671  21.90583  16.08484
C  9.40179  17.50016  18.42219
N  7.87589  17.25258  18.23220
C  7.01842  18.28749  18.92814
C  7.45302  17.35031  16.74999
C  7.65060  15.84994  18.86443
C  8.39559  14.66861  18.19370
O  8.16296  14.56137  16.76816
H  9.86572  16.79207  17.81140
H  9.69412  17.26846  19.42713
H  9.65239  18.44539  18.03034
H  5.98100  17.93566  18.78544
H  7.19277  19.21810  18.48711
H  7.31581  18.18589  19.94935
H  6.42050  17.18663  16.63997
H  8.04430  16.61290  16.29549
H  7.78923  18.32180  16.33852
H  6.57455  15.57354  18.84121
H  7.99464  15.95911  19.90774
H  7.83664  13.79259  18.60814
H  9.47433  14.63722  18.48269
H  8.59998  13.76824  16.46161
C  16.66123  18.79129  11.31506
N  16.57914  18.16101  9.95131
C  17.95609  17.80754  9.58204
C  15.81661  16.83672  10.07234
C  15.98337  19.06940  8.82694
C  14.65084  19.76527  9.26777
O  13.70026  18.81272  9.67316
H  17.14514  19.73011  11.19694
H  17.32272  18.11062  11.83638
H  15.67858  18.95110  11.77988
H  17.86259  17.28422  8.58685
H  18.21560  17.07255  10.31807
H  18.65556  18.62342  9.58307
H  16.16642  16.42438  10.99204
H  16.01787  16.17717  9.25975
H  14.74814  17.05575  10.10645
H  15.82243  18.31179  8.08741
H  16.74823  19.80236  8.56100
H  14.29212  20.30105  8.33162
H  14.77578  20.49891  10.02697
H  13.56043  18.95111  10.64208
C  13.62335  13.46869  19.76644
N  15.09220  13.48591  19.55241
C  15.63860  12.20317  19.98709
C  15.39725  13.55782  18.03412
C  15.78958  14.64689  20.28793
C  15.23244  15.95392  19.84507
O  15.67677  16.27853  18.53050
H  13.02352  14.25779  19.25183
H  13.45488  13.43655  20.79173
H  13.17503  12.54049  19.45292
H  15.51352  12.20396  21.09108
H  16.64070  12.09968  19.61595
H  15.05103  11.40840  19.55376
H  14.69182  14.22805  17.66926
H  15.41895  12.59232  17.59805
H  16.43363  13.87148  17.88392
H  16.82847  14.58609  20.07200
H  15.66775  14.48761  21.39203
H  15.54025  16.76601  20.50186
H  14.11248  15.90021  19.98662
H  14.85624  16.40108  17.92271
C  8.30022  22.68036  13.63145
N  9.32908  21.84564  12.83038
C  8.66303  21.69693  11.47149
C  10.64886  22.51899  12.69052
C  9.66256  20.47821  13.37798
C  8.48155  19.46855  13.43546
O  7.34396  19.94398  14.08208
H  7.32004  22.20800  13.53396
H  8.26565  23.72989  13.26982
H  8.51553  22.53300  14.68562
H  9.37851  21.10304  10.84182
H  8.40223  22.68268  11.06759
H  7.69980  21.23681  11.59654
H  11.16250  21.99479  11.90678
H  11.22721  22.35302  13.62990
H  10.49933  23.58044  12.52010
H  9.95246  20.61226  14.41540
H  10.54122  20.09529  12.81678
H  8.95279  18.65413  14.05557
H  8.28009  19.15718  12.41962
H  7.57508  19.92787  15.08591
Cl  14.33961  13.84783  10.11195
Cl  8.58846  20.65782  16.66917
Cl  13.43056  19.27587  12.81563
Cl  12.83473  16.86510  17.65648
C  10.42766  11.26376  18.14433
F  10.59832  11.45445  19.43850
F  10.67578  9.99325  17.76371
F  9.12731  11.43479  17.86372
S  11.62711  12.40830  17.09410
O  11.27383  12.07700  15.75074
O  11.11391  13.76324  17.44771
O  12.98381  12.15420  17.51494

These are the Löwdin partial charges, in e, on atoms 1 to 6: C -0.05; N -0.30; C 0.02; C 0.04; C -0.12; C -0.27



# 3
This record from the OMol25 dataset describes a cluster of 14 separate species, C4H33NO15 in total at a distorted geometry. The level of theory is ωB97M-V/def2-TZVPD.

Results
- 2S+1: 1
- Energy above the lowest of the compared OMol25 structures with the same formula, charge and spin: 1.022 eV
- Total charge: 0

CARTESIAN COORDINATES (ANGSTROEM)
O  1.14693  -1.16638  3.24247
C  0.56873  -0.70034  2.29200
N  0.17854  0.64896  2.42690
C  -0.49392  1.37542  1.47958
O  -0.33651  2.58664  1.44506
C  0.14542  -1.40894  1.06517
C  0.53361  -2.89045  0.99309
H  0.45711  1.12854  3.26883
H  -1.07990  0.80852  0.75644
H  0.57590  -0.90852  0.18621
H  -0.94545  -1.37954  0.97221
H  1.05929  -3.35664  1.83487
H  -0.38422  -3.48213  1.04293
H  1.20740  -3.12166  0.17007
H  3.56422  1.68138  -2.55572
H  2.68784  2.89319  -2.66512
O  2.87293  2.05733  -3.11286
H  -1.82308  0.59884  4.06576
H  -2.71191  -0.48921  3.86699
O  -1.82342  -0.34974  4.24619
H  -3.30609  -0.67857  1.18954
H  -4.02786  0.45836  2.08563
O  -3.30203  -0.16181  2.01112
H  3.48852  0.69288  0.70779
H  2.48332  1.15798  -0.25893
O  3.17919  0.48303  -0.19249
H  0.89882  2.32130  -3.37234
H  0.74410  1.93037  -1.89212
O  0.30038  1.93783  -2.74177
H  -1.41091  1.63854  -1.90532
H  -1.99411  0.25645  -1.96834
O  -2.00946  1.06079  -1.41144
H  3.81278  -1.25168  1.59250
H  3.40170  -1.23105  2.97725
O  3.86211  -0.66544  2.34383
H  -3.68533  2.12892  0.83907
H  -3.70391  1.72628  -0.54352
O  -4.34129  2.00058  0.14101
H  -1.97583  -0.94679  -3.90619
H  -1.21641  -1.76612  -2.79082
O  -1.96069  -1.17548  -2.97417
H  2.14544  3.68869  0.25302
H  0.83885  2.98242  0.08247
O  1.70501  3.08469  -0.35703
H  1.08857  -2.71838  -1.94704
H  0.70556  -1.72261  -3.05039
O  0.43870  -2.54664  -2.63114
H  -4.15214  -0.69098  -1.28184
H  -2.96002  -1.54100  -0.93099
O  -3.63258  -0.98309  -0.52641
H  3.23291  -1.68711  -0.87766
H  3.07458  -0.68798  -1.91492
O  2.87863  -1.61968  -1.76945

These are the Löwdin partial charges, in e, on atoms 1 to 6: O 0.09; C -0.45; N 0.14; C -0.29; O 0.01; C -0.14



LUMO energy values, unit eV, following the record order: -9.88, -3.11, -0.05.
Gap between HOMO and LUMO values, unit Eh, following the record order: 0.1503, 0.3268, 0.3835.